47
Properties=species:S:1:pos:R:3:lowdin_charge:R:1 method="wB97M-V/def2-TZVPD" de_lowest_kj_mol=110.09 total_charge=-1
B -4.569 -0.628 9.769 -0.406
H -5.485 -1.466 9.884 -0.034
H -4.861 0.167 8.794 -0.003
H -4.450 0.056 10.804 -0.040
H -3.512 -1.199 9.453 -0.038
O -7.308 -0.845 7.543 -0.070
H -7.071 -1.761 7.412 0.015
H -6.955 -0.743 8.418 -0.049
O -4.610 -1.785 6.493 -0.055
H -4.601 -1.264 7.280 -0.049
H -4.575 -2.722 6.713 0.038
O -3.595 2.143 12.753 -0.088
H -3.210 2.927 12.336 0.023
H -4.509 2.102 12.387 -0.030
O -1.519 0.157 7.622 -0.035
H -0.586 0.210 7.481 0.068
H -1.643 0.261 8.563 0.026
O -5.773 -2.063 13.259 -0.021
H -5.620 -1.635 12.454 -0.031
H -5.774 -2.949 12.953 0.006
O -1.993 1.666 10.073 -0.042
H -2.878 1.498 10.301 -0.045
H -1.752 2.493 10.524 0.050
O -1.380 -2.495 7.548 -0.083
H -1.455 -1.538 7.596 -0.042
H -1.819 -2.870 8.293 -0.061
O -8.008 0.767 10.307 -0.046
H -8.275 -0.024 10.772 0.036
H -7.080 0.902 10.414 -0.020
O -6.187 2.015 12.133 -0.024
H -6.602 1.560 12.810 0.048
H -6.522 2.901 12.322 0.097
O -3.477 1.384 6.320 -0.072
H -4.131 1.921 6.737 0.000
H -3.053 0.895 7.054 -0.011
O -7.639 -3.376 10.439 -0.033
H -6.728 -3.505 10.728 0.023
H -8.158 -4.082 10.728 -0.007
O -2.367 -2.673 11.974 -0.006
H -1.520 -2.495 12.349 0.040
H -2.453 -1.947 11.424 -0.020
O -4.681 3.455 10.129 -0.062
H -5.110 2.796 10.728 0.003
H -5.176 3.321 9.315 0.046
O -2.372 -4.120 9.409 -0.058
H -1.540 -4.568 9.584 0.056
H -2.655 -3.575 10.152 0.008



7
Properties=species:S:1:pos:R:3:lowdin_charge:R:1 method="wB97M-V/def2-TZVPD" de_lowest_kj_mol=208.21
B 0.763 -0.118 0.136 -0.612
O 1.318 0.938 0.607 0.232
O 1.158 -1.139 -0.535 0.247
S -1.962 0.464 0.227 0.146
H 0.878 1.379 1.357 0.144
H 0.405 -1.697 -0.806 0.141
H -2.560 0.173 -0.986 -0.299



9
Properties=species:S:1:pos:R:3:lowdin_charge:R:1 method="wB97M-V/def2-TZVPD" de_lowest_kj_mol=214.88
B 1.964 -0.076 0.043 -0.632
N -1.239 -0.317 0.001 -0.017
O 1.475 1.092 0.013 0.223
O -1.217 1.070 -0.077 -0.293
O 2.309 -1.224 0.071 0.138
H -2.096 -0.447 0.453 0.121
H -0.272 -0.775 0.303 0.185
H 0.550 1.501 0.059 0.120
H -1.476 -0.825 -0.866 0.154



7
Properties=species:S:1:pos:R:3:lowdin_charge:R:1 method="wB97M-V/def2-TZVPD" de_lowest_kj_mol=180.45
B -1.532 0.974 -0.791 -0.633
N 1.458 -1.062 0.623 -0.012
S -1.594 1.557 0.658 0.685
H -1.619 0.960 -1.938 -0.052
H 1.275 -0.210 1.166 -0.003
H 0.552 -1.445 0.709 -0.037
H 1.461 -0.774 -0.427 0.053



7
Properties=species:S:1:pos:R:3:lowdin_charge:R:1 method="wB97M-V/def2-TZVPD" de_lowest_kj_mol=419.60
B 0.101 -0.594 -0.130 -0.377
N 0.074 1.424 1.109 -0.119
S 0.847 -0.613 -1.733 0.747
H -0.566 -1.337 0.490 -0.029
H -0.754 1.246 1.796 -0.030
H -0.331 1.813 0.172 -0.054
H 0.630 -1.939 -1.705 -0.138



7
Properties=species:S:1:pos:R:3:lowdin_charge:R:1 method="wB97M-V/def2-TZVPD" de_lowest_kj_mol=54.87
B 0.119 -0.343 -0.034 -0.675
N -1.066 0.666 0.098 -0.004
S 1.840 0.146 0.049 0.730
H -0.324 -1.395 -0.474 0.029
H -1.945 0.232 0.520 0.075
H -1.099 1.661 0.081 0.022
H 2.474 -0.967 -0.240 -0.177



12
Properties=species:S:1:pos:R:3:lowdin_charge:R:1 method="wB97M-V/def2-TZVPD" energy_ha=-936.980908 total_charge=-1
O 2.011 -1.943 -0.126 -0.570
P 1.933 -0.443 -0.022 0.525
B 0.278 0.509 -0.254 -0.796
P -1.176 -0.410 0.677 0.709
O -2.153 0.886 1.113 -0.401
O -2.015 -0.992 -0.667 -0.376
H 2.890 0.180 -0.880 -0.046
H 2.509 0.019 1.201 -0.044
H 0.417 1.581 0.307 -0.013
H 0.062 0.643 -1.438 -0.009
H -2.081 1.589 0.450 0.018
H -2.674 -1.619 -0.360 0.003



11
Properties=species:S:1:pos:R:3:lowdin_charge:R:1 method="wB97M-V/def2-TZVPD" de_lowest_kj_mol=154.01
Ba 1.521 0.473 0.726 1.974
Cl -0.800 -2.247 2.542 0.643
O -1.969 -1.513 2.156 -0.331
O -0.849 -2.697 3.895 -0.310
O -0.671 -3.420 1.706 -0.339
O 0.393 -1.394 2.345 -0.659
Cl 0.464 2.186 -2.686 0.636
O -0.693 2.712 -3.344 -0.300
O 0.560 0.807 -3.110 -0.375
O 1.671 2.893 -3.014 -0.341
O 0.373 2.203 -1.217 -0.600



30
Properties=species:S:1:pos:R:3:lowdin_charge:R:1 method="wB97M-V/def2-TZVPD" de_lowest_kj_mol=300.20 total_charge=+1
Ba -20.121 1.066 8.482 2.023
Cl -24.022 1.792 9.874 0.833
O -24.738 0.501 9.548 -0.312
O -22.556 1.617 9.496 -0.611
O -24.618 2.915 9.132 -0.268
O -24.022 2.041 11.347 -0.295
O -24.751 2.598 5.665 -0.047
H -24.447 3.297 6.290 0.004
H -24.632 1.747 5.989 -0.073
O -22.154 2.096 6.784 -0.200
H -21.873 1.923 5.889 0.078
H -22.856 1.444 6.953 -0.003
O -23.352 4.403 7.108 -0.055
H -22.698 3.724 6.940 -0.021
H -23.611 4.095 8.002 0.021
O -22.244 4.205 11.075 -0.022
H -21.525 3.985 10.513 0.002
H -22.992 3.617 11.077 -0.029
O -20.932 1.800 12.618 -0.040
H -21.452 2.582 12.778 0.041
H -20.580 1.586 13.477 0.065
O -24.119 0.255 6.784 -0.046
H -23.788 -0.650 6.644 0.097
H -24.446 0.257 7.704 0.034
O -22.476 -0.424 11.968 -0.042
H -23.251 -0.128 11.564 -0.036
H -21.827 0.325 11.849 0.014
O -21.766 -1.169 9.074 -0.189
H -22.211 -2.016 8.973 0.078
H -22.074 -0.916 9.959 -0.003



6
Properties=species:S:1:pos:R:3:lowdin_charge:R:1 method="wB97M-V/def2-TZVPD" de_lowest_kj_mol=0.00 total_charge=+1
Ba -0.682 1.698 0.952 2.199
Cl 0.151 -0.363 -0.163 0.472
O -0.288 0.766 -0.843 -0.691
O 1.283 -0.093 0.578 -0.324
O -1.040 -0.672 0.596 -0.461
O 0.575 -1.337 -1.119 -0.194



36
Properties=species:S:1:pos:R:3:lowdin_charge:R:1 method="wB97M-V/def2-TZVPD" de_lowest_kj_mol=684.80 total_charge=-3
Ba -0.884 -0.411 -0.763 1.958
P 1.784 -6.315 0.443 0.193
F 1.743 -6.438 2.121 -0.224
F 0.334 -5.582 0.637 -0.211
F 2.554 -4.880 0.438 -0.179
F 1.579 -6.304 -1.209 -0.211
F 3.198 -7.117 0.258 -0.189
F 1.131 -7.747 0.506 -0.171
P 3.106 0.287 -6.033 0.157
F 1.557 -0.101 -5.771 -0.207
F 3.435 -1.354 -5.930 -0.226
F 2.910 0.048 -7.684 -0.217
F 4.717 0.588 -6.080 -0.182
F 2.681 1.777 -6.189 -0.127
F 3.233 0.433 -4.432 -0.191
P -3.505 -0.926 5.045 0.236
F -4.113 -1.461 3.590 -0.233
F -2.076 -1.590 4.563 -0.213
F -3.133 0.440 4.196 -0.212
F -2.772 -0.416 6.405 -0.180
F -4.900 -0.196 5.638 -0.216
F -3.940 -2.339 5.686 -0.173
P -5.180 3.811 -1.850 0.186
F -4.180 3.118 -2.957 -0.223
F -5.187 2.347 -1.076 -0.219
F -3.783 4.151 -1.082 -0.211
F -5.986 4.573 -0.639 -0.180
F -5.006 5.260 -2.607 -0.193
F -6.476 3.387 -2.679 -0.147
P 3.938 3.291 2.533 0.120
F 3.209 3.022 3.924 -0.164
F 2.534 3.297 1.661 -0.245
F 3.790 4.843 2.961 -0.175
F 4.568 3.582 1.032 -0.203
F 5.349 3.147 3.262 -0.144
F 3.769 1.775 2.082 -0.185



25
Properties=species:S:1:pos:R:3:lowdin_charge:R:1 method="wB97M-V/def2-TZVPD" de_lowest_kj_mol=107.60 total_charge=+2
Ba 0.352 -0.447 0.163 2.111
O -0.236 -0.655 -2.709 -0.136
H -0.791 -1.311 -3.131 0.055
H -0.739 0.166 -2.828 0.043
O 2.856 -1.888 0.879 -0.129
H 3.569 -1.700 1.494 0.063
H 3.086 -2.716 0.454 0.065
O -1.760 -0.482 1.951 -0.187
H -1.835 -0.455 2.954 0.124
H -2.486 -1.018 1.659 0.040
O 2.469 1.183 1.039 -0.143
H 3.299 0.901 1.364 0.044
H 2.234 1.814 1.737 0.074
O -2.162 0.529 -0.932 -0.114
H -3.026 0.157 -1.080 0.069
H -2.238 1.131 -0.185 0.029
O -1.733 -2.389 -0.518 -0.122
H -2.218 -2.110 -1.284 0.032
H -1.474 -3.312 -0.647 0.083
O 1.021 1.806 -1.665 -0.071
H 1.897 1.472 -1.816 0.052
H 1.125 2.432 -0.979 0.007
O -0.544 2.095 1.106 -0.106
H -0.016 2.881 0.952 0.075
H -0.649 1.921 2.021 0.040



4
Properties=species:S:1:pos:R:3:lowdin_charge:R:1 method="wB97M-V/def2-TZVPD" de_lowest_kj_mol=178.71 total_charge=+5
Be 1.477 2.083 0.413 1.820
Be 0.665 -1.665 1.055 1.762
Be -1.696 -0.906 -1.614 1.818
F -0.446 0.488 0.147 -0.400



23
Properties=species:S:1:pos:R:3:lowdin_charge:R:1 method="wB97M-V/def2-TZVPD" de_lowest_kj_mol=88.67 total_charge=+1
Be -14.195 13.788 -14.365 0.157
F -15.541 14.323 -14.609 -0.228
O -16.808 15.327 -16.651 -0.058
H -16.224 15.184 -15.871 -0.010
H -17.553 14.795 -16.404 0.009
O -14.202 12.133 -14.187 0.131
H -15.070 11.751 -14.049 0.145
H -13.694 11.591 -14.792 0.136
O -15.858 16.395 -12.513 -0.021
H -15.511 15.707 -11.947 0.020
H -15.522 16.061 -13.330 -0.044
O -14.034 16.752 -14.707 -0.020
H -14.472 17.492 -15.116 0.076
H -13.439 17.168 -14.103 0.049
O -12.909 14.100 -15.492 0.144
H -12.010 13.773 -15.663 0.153
H -13.141 14.638 -16.183 0.073
O -13.663 14.357 -12.805 0.116
H -13.336 13.662 -12.286 0.093
H -13.306 15.128 -12.359 0.134
O -18.008 14.310 -13.870 -0.010
H -17.129 14.268 -14.180 -0.061
H -18.512 13.802 -14.469 0.017



25
Properties=species:S:1:pos:R:3:lowdin_charge:R:1 method="wB97M-V/def2-TZVPD" de_lowest_kj_mol=70.96 total_charge=+2
Be -0.101 0.088 -0.085 1.038
O 0.312 -0.714 -2.356 -0.009
H 0.082 -0.592 -3.277 0.090
H 1.022 -1.355 -2.369 0.063
O -0.020 2.602 -0.060 -0.015
H -0.771 3.194 0.000 0.076
H 0.743 3.177 -0.010 0.077
O 1.346 -1.943 0.728 -0.034
H 2.297 -1.842 0.761 0.059
H 1.152 -2.600 1.397 0.077
O -1.309 -2.200 -0.250 -0.031
H -0.985 -2.890 -0.828 0.067
H -1.809 -2.663 0.421 0.074
O -1.809 0.278 1.796 -0.006
H -2.766 0.250 1.792 0.081
H -1.594 1.088 2.260 0.054
O -2.215 0.695 -1.204 -0.013
H -2.308 0.904 -2.134 0.080
H -2.979 0.155 -1.001 0.069
O 2.392 0.440 -0.771 -0.030
H 2.779 -0.377 -1.088 0.051
H 3.109 1.073 -0.803 0.083
O 1.082 0.873 2.032 -0.031
H 0.486 1.485 2.464 0.045
H 1.864 0.871 2.584 0.084



28
Properties=species:S:1:pos:R:3:lowdin_charge:R:1 method="wB97M-V/def2-TZVPD" de_lowest_kj_mol=1085.34 total_charge=+2
Be -0.006 0.106 0.122 -0.073
O 1.222 -1.269 0.503 -0.064
H 0.896 -2.118 0.801 0.112
H 2.121 -1.441 0.224 0.136
O -0.019 1.633 -0.772 -0.041
H -0.874 1.974 -1.036 0.141
H 0.537 2.409 -0.701 0.150
O -1.126 0.293 -1.417 -0.093
H -0.703 0.680 -2.183 0.126
H -1.647 -0.429 -1.770 0.133
O 0.942 -0.056 -1.322 -0.065
H 0.988 -0.922 -1.727 0.133
H 1.101 0.554 -2.043 0.149
O 0.023 1.266 1.416 0.009
H 0.713 1.883 1.658 0.142
H -0.740 1.550 1.920 0.133
O 1.662 0.707 0.436 -0.035
H 2.202 0.832 -0.345 0.129
H 2.291 0.649 1.155 0.150
O -0.409 -0.956 1.523 -0.047
H -0.385 -1.836 1.898 0.139
H -0.949 -0.450 2.130 0.128
O -0.483 -1.525 -0.586 -0.037
H -0.700 -2.362 -0.175 0.139
H -0.366 -1.736 -1.513 0.126
O -1.712 0.130 0.602 -0.014
H -2.181 0.945 0.422 0.138
H -2.402 -0.510 0.781 0.155



29
Properties=species:S:1:pos:R:3:lowdin_charge:R:1 method="wB97M-V/def2-TZVPD" energy_ha=-1976.578696 total_charge=-5
Be 0.204 -0.079 0.459 1.184
N 3.293 -0.072 -1.404 -0.652
O 4.052 0.797 -1.028 -0.051
O 3.109 -0.199 -2.606 -0.053
O 2.511 -0.644 -0.630 -0.107
N -3.554 -0.581 -0.080 -0.702
O -4.094 -1.007 0.903 -0.056
O -4.018 -0.766 -1.207 -0.085
O -2.571 0.080 0.082 -0.064
N -0.388 -0.870 -3.303 -0.658
O 0.461 -0.318 -4.081 -0.138
O -0.275 -0.539 -2.150 -0.052
O -1.230 -1.636 -3.684 -0.062
N 1.260 2.481 -1.633 -0.648
O 0.556 2.137 -0.706 -0.080
O 1.145 2.304 -2.836 -0.027
O 2.318 2.869 -1.180 -0.061
N -2.092 -3.445 0.636 -0.643
O -2.614 -3.971 -0.357 -0.098
O -2.593 -3.596 1.743 -0.094
O -1.212 -2.557 0.485 -0.103
N -1.463 0.245 3.480 -0.655
O -1.187 -0.610 2.625 -0.065
O -0.538 1.031 3.845 -0.093
O -2.521 0.157 3.989 -0.016
N 2.867 2.171 2.165 -0.649
O 3.856 2.523 1.489 -0.090
O 2.652 2.781 3.200 -0.112
O 2.067 1.314 1.784 -0.073



3
Properties=species:S:1:pos:R:3:lowdin_spin:R:1 method="wB97M-V/def2-TZVPD" energy_ha=-6788.446444 multiplicity=2 s_squared=0.761
Cu 0.770 0.179 0.673 0.046
Br -0.044 1.894 -1.607 0.819
Br -0.725 -2.073 0.934 0.135



9
Properties=species:S:1:pos:R:3:lowdin_charge:R:1 method="wB97M-V/def2-TZVPD" de_lowest_kj_mol=136.51
Si -3.836 -1.720 2.491 -0.159
P 0.846 -0.276 -0.823 0.353
P -0.095 -0.202 1.135 0.346
Br -4.397 -2.335 0.442 0.095
Br -2.227 -3.239 3.007 0.041
H -0.397 -0.392 -1.706 -0.112
H 0.815 1.113 -0.786 -0.212
H 1.126 -0.408 1.956 -0.126
H -0.353 -1.578 1.155 -0.226



5
Properties=species:S:1:pos:R:3:lowdin_charge:R:1 method="wB97M-V/def2-TZVPD" de_lowest_kj_mol=103.14
O -0.912 -1.632 0.621 -0.548
P -1.507 -0.763 -0.326 0.497
Br 2.432 0.746 -0.798 0.339
Br -1.317 1.334 0.602 0.113
H 1.304 0.315 -0.098 -0.401